1.
The following is a DFT calculation (wB97M-V/def2-TZVPD) of 2 unconnected molecules or ions with the total composition C5H15N2O at a distorted geometry.

Structure (ORCA input):
```
! RIJCOSX wB97M-V def2-TZVPD def2/J DEFGRID3
* xyz 1 1
O 2.529 1.772 -1.958
N 0.943 -1.199 2.124
N 1.608 1.410 0.849
C -2.332 -0.228 -1.347
C -1.460 -1.267 -0.631
C -1.280 -1.128 0.882
C 0.316 0.705 0.805
C 0.068 -0.515 1.290
H -3.368 -0.538 -1.234
H -2.047 0.793 -1.148
H -2.061 -0.468 1.282
H -1.590 -2.014 1.447
H -0.484 -1.511 -1.093
H 2.432 0.917 1.178
H 0.553 -1.933 2.675
H -1.788 -2.263 -0.928
H 1.713 1.717 -0.127
H -2.200 -0.262 -2.451
H 3.212 2.465 -2.065
H 2.177 1.488 -2.787
H 1.878 -1.206 1.756
H -0.351 1.038 0.022
H 1.532 2.226 1.460
*
```

Values from the calculation:
- electronic energy (a.u.) = -383.9786
- max |F| (eV/Å) = 2.0
- lowest unoccupied orbital energy (eV) = -3.224
- gap between HOMO and LUMO (Eh) = 0.351

2.
The following is a DFT calculation (wB97M-V/def2-TZVPD) of a molecular structure, C26H33CeIN4O4S at a distorted geometry.

Structure (ORCA input):
```
! RIJCOSX wB97M-V def2-TZVPD def2/J DEFGRID3
* xyz 2 1
Ce 0.456 1.021 -0.172
I 2.104 3.032 2.399
S 0.013 0.791 -3.188
O 1.376 0.753 -2.444
O -0.182 -0.356 -4.015
O 0.050 -1.131 0.235
O -1.046 1.067 -2.117
N -1.223 -3.126 0.031
N -1.424 1.417 1.560
N -0.252 3.567 -0.484
N -1.258 -4.276 0.876
C 3.120 -0.646 -0.210
C 2.915 0.639 0.274
C 0.001 2.263 -4.154
C -4.683 -1.216 -1.311
C -2.441 -2.518 -0.375
C -3.103 2.793 0.169
C 6.348 2.682 1.799
C 5.376 0.920 0.326
C -0.101 -2.382 0.485
C 6.506 1.676 0.843
C -3.599 -1.435 -2.198
C -2.441 -1.916 -1.668
C 3.972 2.432 1.651
C 4.410 -1.028 -0.666
C -4.683 -1.738 -0.010
C -2.843 1.846 1.357
C -3.610 -2.509 0.443
C 0.474 -5.686 2.039
C 0.699 -3.289 1.262
C 5.513 -0.213 -0.497
C -2.110 -5.418 0.433
C 0.010 -4.470 1.388
C 5.032 3.060 2.171
C -1.016 4.338 0.501
C -2.560 4.221 0.359
C 4.041 1.386 0.670
H 7.201 3.214 2.221
H -0.762 5.415 0.461
H -3.688 -1.143 -3.227
H 7.510 1.375 0.502
H 0.419 2.082 -5.158
H 6.506 -0.430 -0.888
H -5.496 -0.707 -1.769
H 0.580 -6.520 1.272
H 0.693 3.994 -0.745
H 0.654 3.032 -3.680
H -2.712 2.340 -0.749
H -3.532 1.011 1.280
H 1.663 -3.097 1.728
H -5.558 -1.641 0.660
H -3.603 -2.924 1.443
H 4.851 3.833 2.982
H -2.847 4.955 -0.429
H -1.533 -1.911 -2.275
H -3.207 2.398 2.213
H -4.210 2.890 0.030
H -0.220 -5.897 2.822
H -1.065 1.844 2.376
H -3.008 4.662 1.290
H -0.688 3.518 -1.403
H -0.646 3.996 1.473
H 1.440 -5.413 2.463
H -1.990 -6.181 1.230
H -1.789 -5.892 -0.481
H 4.525 -2.060 -1.054
H -3.167 -5.116 0.405
H -1.041 2.717 -4.191
H -1.421 0.437 1.886
H 2.306 -1.332 -0.452
*
```

Values from the calculation:
- electronic energy (a.u.) = -2701.0341
- max |F| (eV/Å) = 3.2
- lowest unoccupied orbital energy (spin up / spin down) (eV) = -7.649 / -7.652
- gap between HOMO and LUMO (spin up / spin down) (Eh) = 0.204 / 0.204

3.
The following is a DFT calculation (wB97M-V/def2-TZVPD) of a molecular structure, C45H40IrN5OP at a distorted geometry.

Structure (ORCA input):
```
! RIJCOSX wB97M-V def2-TZVPD def2/J DEFGRID3
* xyz 2 6
Ir 0.223 0.079 -0.251
P 0.692 -1.750 -2.918
O -0.951 2.107 -0.190
N -1.510 -0.914 0.396
N 0.230 0.398 1.705
N 1.901 1.277 -0.078
N -0.887 0.188 2.373
N 0.276 -0.439 -2.069
C -2.421 4.381 0.926
C 0.197 -4.141 -1.554
C -4.561 5.183 -0.682
C 3.285 2.388 1.635
C -3.105 5.551 1.185
C -4.153 5.991 0.376
C 1.246 1.184 2.210
C 3.973 -0.790 -5.919
C 2.583 3.348 -1.154
C -4.423 3.182 -2.149
C 3.844 1.907 -3.160
C -0.492 -3.352 -4.838
C 2.546 1.946 -1.128
C -3.963 -1.542 1.569
C -0.664 -2.263 -3.987
C -2.040 2.474 -0.652
C -4.812 7.304 0.648
C -3.920 3.999 -0.988
C 2.069 -1.391 -4.020
C 1.266 -4.674 0.539
C 2.526 2.254 3.918
C -2.728 -3.021 -5.659
C -1.799 -0.512 1.690
C 2.090 -3.562 0.412
C 3.247 4.009 -2.169
C 3.152 1.240 -2.169
C 2.163 1.644 1.217
C -3.043 -0.811 2.276
C 3.901 3.295 -3.165
C 3.182 -2.212 -4.147
C 1.405 1.522 3.540
C 4.137 -1.902 -5.105
C 1.020 -3.028 -1.681
C 0.333 -4.966 -0.445
C -2.889 -1.928 -4.819
C 3.460 2.676 2.970
C -1.853 -1.538 -3.985
C 1.962 -2.731 -0.688
C -2.800 3.606 -0.210
C -1.531 -3.727 -5.673
C -2.404 -1.676 -0.245
C -3.627 -2.007 0.292
C 1.914 -0.253 -4.813
C 2.872 0.044 -5.766
C -1.310 3.974 1.849
H 3.291 -3.092 -3.523
H -3.818 -1.374 -4.817
H -5.248 7.318 1.649
H -1.295 4.619 2.726
H -4.930 -1.772 1.994
H 2.627 -1.884 -0.801
H -4.069 8.103 0.614
H -5.280 3.671 -2.606
H -1.943 -0.669 -3.345
H -5.594 7.523 -0.075
H -1.404 -4.569 -6.341
H 4.706 -0.579 -6.687
H -3.534 -3.319 -6.315
H -4.739 2.188 -1.828
H 3.263 5.091 -2.174
H 2.057 3.904 -0.388
H -3.663 3.063 -2.922
H 2.684 2.482 4.963
H -5.401 5.495 -1.290
H -2.814 6.152 2.038
H 1.043 0.377 -4.681
H -4.316 -2.612 -0.280
H 3.133 0.161 -2.163
H 4.354 1.341 -3.929
H 0.447 -3.894 -4.845
H -0.538 -4.374 -2.314
H -0.345 4.046 1.345
H 4.010 2.718 0.906
H -0.299 -5.839 -0.348
H 4.333 3.231 3.286
H 2.833 -3.342 1.168
H -1.424 2.940 2.177
H 2.758 0.918 -6.393
H -2.456 1.922 -1.506
H 0.667 1.194 4.257
H 4.446 3.816 -3.940
H -2.126 -2.027 -1.228
H 1.353 -5.313 1.407
H -3.233 -0.436 3.271
H 5.004 -2.538 -5.224
*
```

Values from the calculation:
- electronic energy (a.u.) = -2532.9339
- <S²> = 8.80
- max |F| (eV/Å) = 1.5
- lowest unoccupied orbital energy (spin up / spin down) (eV) = -4.876 / -7.589
- gap between HOMO and LUMO (spin up / spin down) (Eh) = 0.260 / 0.218

4.
The following is a DFT calculation (wB97M-V/def2-TZVPD) of 2 unconnected molecules or ions with the total composition CHN2O4 at a distorted geometry.

Structure (ORCA input):
```
! RIJCOSX wB97M-V def2-TZVPD def2/J DEFGRID3
* xyz -1 1
O -2.059 1.324 -0.374
O -0.457 0.914 -1.929
O 1.102 -2.060 1.055
O 2.444 -0.528 0.207
N -0.462 0.542 0.422
N 1.404 -0.951 0.637
C -0.931 0.989 -0.824
H -1.041 -0.230 0.806
*
```

Values from the calculation:
- electronic energy (a.u.) = -449.0724
- max |F| (eV/Å) = 2.4
- lowest unoccupied orbital energy (spin up / spin down) (eV) = 2.826 / 3.960
- gap between HOMO and LUMO (spin up / spin down) (Eh) = 0.252 / 0.334

5.
The following is a DFT calculation (wB97M-V/def2-TZVPD) of a molecular structure, C4H16Br3N8O4Y at a distorted geometry.

Structure (ORCA input):
```
! RIJCOSX wB97M-V def2-TZVPD def2/J DEFGRID3
* xyz 0 1
Y -0.747 -0.964 -0.026
Br 0.820 -1.288 2.400
Br -1.907 -0.540 -2.591
Br -2.160 -3.260 0.418
O -2.644 -0.155 0.997
O 1.205 0.250 -1.023
O -0.466 1.378 0.641
O 0.701 -2.278 -1.098
N 2.380 -3.671 -1.592
N 0.577 2.129 2.488
N -4.179 1.462 1.468
N 3.386 0.303 -0.432
N -3.964 -0.380 2.824
N 2.688 1.314 -2.363
N 0.948 -2.868 -3.235
N -0.229 3.615 0.934
C -0.081 2.317 1.316
C 1.319 -2.924 -1.941
C -3.529 0.264 1.718
C 2.337 0.599 -1.250
H 3.642 1.626 -2.388
H -4.716 0.037 3.338
H 1.981 1.475 -3.054
H 2.979 -4.129 -2.250
H -3.825 1.932 0.653
H 3.116 -0.005 0.490
H -5.162 1.465 1.674
H 0.145 4.368 1.477
H 4.273 0.754 -0.570
H 1.275 -3.456 -3.978
H 0.693 1.217 2.909
H 2.577 -3.688 -0.606
H 0.183 -2.241 -3.446
H -0.742 3.764 0.085
H -3.662 -1.335 2.933
H 0.789 2.913 3.080
*
```

Values from the calculation:
- electronic energy (a.u.) = -8661.8858
- max |F| (eV/Å) = 1.3
- lowest unoccupied orbital energy (eV) = 0.318
- gap between HOMO and LUMO (Eh) = 0.294

6.
The following is a DFT calculation (wB97M-V/def2-TZVPD) of a molecular structure, C2H3FI2 at a distorted geometry.

Structure (ORCA input):
```
! RIJCOSX wB97M-V def2-TZVPD def2/J DEFGRID3
* xyz 0 1
I -1.477 1.990 0.428
I -2.180 -1.806 0.360
F -0.634 0.106 -1.593
C -0.435 0.193 -0.335
C 0.950 -0.104 0.190
H 1.547 0.435 -0.515
H 0.908 0.276 1.148
H 1.321 -1.090 0.317
*
```

Values from the calculation:
- electronic energy (a.u.) = -773.1910
- max |F| (eV/Å) = 3.4
- lowest unoccupied orbital energy (spin up / spin down) (eV) = -1.518 / -1.515
- gap between HOMO and LUMO (spin up / spin down) (Eh) = 0.273 / 0.273

7.
The following is a DFT calculation (wB97M-V/def2-TZVPD) of 2 unconnected molecules or ions with the total composition C6H11FN5 at a distorted geometry.

Structure (ORCA input):
```
! RIJCOSX wB97M-V def2-TZVPD def2/J DEFGRID3
* xyz -1 1
F 2.435 -0.811 1.088
N -0.082 3.010 3.308
N -0.886 1.046 2.730
N 2.235 0.934 -0.358
N -1.046 2.172 3.486
N 0.896 2.359 2.633
C 0.308 1.295 2.238
C 1.595 -0.127 0.308
C 0.568 -1.119 -0.393
C -1.836 -0.429 -0.338
C -0.698 -1.494 -2.503
C -0.591 -0.563 -1.261
H 3.086 1.299 0.217
H 1.097 -1.755 -1.002
H -0.566 -2.588 -2.194
H -1.723 -1.497 -2.958
H -2.213 -1.417 0.037
H 0.394 -1.714 0.523
H -0.306 0.482 -1.446
H -2.718 0.030 -0.757
H -0.065 -1.119 -3.272
H -1.549 0.239 0.469
H 1.666 1.767 -0.554
*
```

Values from the calculation:
- electronic energy (a.u.) = -608.7218
- max |F| (eV/Å) = 3.7
- lowest unoccupied orbital energy (spin up / spin down) (eV) = 3.243 / 3.277
- gap between HOMO and LUMO (spin up / spin down) (Eh) = 0.280 / 0.256

8.
The following is a DFT calculation (wB97M-V/def2-TZVPD) of a molecular structure, C22H34Cl3CoGeN7O3S at a distorted geometry.

Structure (ORCA input):
```
! RIJCOSX wB97M-V def2-TZVPD def2/J DEFGRID3
* xyz 2 6
Ge -3.012 2.906 -1.112
Co -0.167 1.339 -0.859
Cl -0.569 3.408 -1.498
Cl -3.653 3.734 -3.011
Cl -3.285 4.619 0.250
S 5.528 -3.156 1.102
O 5.144 -3.197 2.478
O 6.862 -2.774 0.765
O 4.893 -4.191 0.226
N -0.686 1.064 1.125
N -0.941 -0.812 -3.321
N 0.179 3.033 2.018
N -1.794 2.231 2.882
N -0.593 -2.661 -2.004
N 1.836 0.905 -1.573
N -1.017 -0.522 -1.030
C 1.535 2.767 1.533
C -0.103 4.448 2.331
C -1.064 -3.636 -3.000
C -1.648 0.463 -3.546
C -1.623 2.833 4.211
C -1.575 -0.931 0.144
C -1.638 -0.657 2.606
C 2.708 -0.103 -0.950
C -0.864 -1.356 -2.106
C -2.382 -1.789 2.694
C -0.116 -1.283 -4.447
C 4.357 -1.920 0.218
C 3.160 -1.629 0.856
C -2.872 -2.431 1.509
C 3.897 -0.453 -1.580
C 2.339 -0.688 0.254
C -1.299 -0.122 1.333
C -0.770 2.102 2.034
C 4.738 -1.392 -1.007
C -2.462 -2.022 0.274
C -3.181 1.863 2.548
C 0.135 -3.262 -0.879
H -2.034 0.474 -4.563
H -1.693 -3.163 -3.745
H -0.229 -4.138 -3.489
H -2.069 2.158 4.945
H 0.265 4.733 3.318
H -3.555 -3.270 1.597
H 0.923 -3.899 -1.280
H 5.676 -1.675 -1.472
H -0.711 -1.774 -5.217
H 0.654 -1.969 -4.098
H 0.366 -0.416 -4.903
H -0.570 2.951 4.450
H 2.915 -2.096 1.803
H 1.820 0.733 -2.573
H -2.128 3.798 4.289
H 1.709 3.296 0.592
H 1.700 1.699 1.407
H -0.523 -3.882 -0.267
H -2.484 0.571 -2.863
H -2.627 -2.198 3.668
H -0.984 1.326 -3.443
H 0.592 -2.500 -0.257
H -3.814 2.733 2.702
H -3.265 1.562 1.508
H -1.292 -0.156 3.502
H 4.179 0.010 -2.523
H -1.167 4.643 2.260
H -3.536 1.055 3.190
H 2.257 3.136 2.261
H 1.405 -0.414 0.724
H 0.406 5.060 1.587
H 2.286 1.813 -1.483
H -1.656 -4.393 -2.483
H -2.808 -2.536 -0.614
*
```

Values from the calculation:
- electronic energy (a.u.) = -6705.6888
- <S²> = 8.78
- max |F| (eV/Å) = 2.2
- lowest unoccupied orbital energy (spin up / spin down) (eV) = -5.647 / -8.728
- gap between HOMO and LUMO (spin up / spin down) (Eh) = 0.302 / 0.189

What is the max |F| in the third record? 1.5 eV/Å

Which of these has the lowest max |F|? C4H16Br3N8O4Y

Look up the max |F| of the sixth one. 3.4 eV/Å